[1]
Formula: C44H135N11O18
Source: OMol25
Level of theory: ωB97M-V/def2-TZVPD

- Orbital gap: 9.391 eV
- E_LUMO: 0.3 eV

Structure (ORCA input):
```
! RIJCOSX wB97M-V def2-TZVPD def2/J DEFGRID3
* xyz 0 1
O 3.84 2.56 4.56
O -7.59 -1.60 -3.67
O -4.31 1.73 2.46
O -1.63 1.47 3.51
O -2.16 3.97 0.70
O -3.78 3.13 -1.43
O 0.68 -2.83 4.55
O 5.23 -0.53 -3.18
O 3.22 4.40 -1.30
O -2.49 2.62 -3.68
O -6.07 2.10 0.03
O 5.27 4.25 1.70
O -3.46 -4.84 2.26
O -0.53 -0.61 -1.37
O -3.64 -1.98 -4.25
O 2.04 -1.29 -4.90
O -0.03 2.87 2.14
O 0.26 -5.33 -0.61
N -0.17 -0.35 5.41
N 4.17 1.50 -0.18
N 2.44 4.21 2.06
N 1.42 0.54 1.46
N 0.10 5.00 -3.12
N 0.63 3.06 6.32
N 2.82 -6.17 0.23
N -3.92 -1.43 1.43
N -3.10 -5.71 -4.48
N 2.28 1.14 -6.27
N -5.30 -0.22 -1.22
C 0.48 0.16 -0.68
C 3.15 -4.09 1.38
C 1.35 -1.05 -6.15
C 1.90 3.43 5.62
C -3.96 -6.10 1.92
C 1.24 -1.14 -3.74
C 1.07 4.14 -2.44
C -2.37 -1.31 -4.29
C -6.84 -2.02 -0.80
C -0.27 -1.18 1.41
C 2.77 2.15 5.43
C 5.15 0.89 -1.15
C -3.31 -4.37 -5.02
C 2.33 4.97 -2.25
C 0.41 -4.21 4.31
C 2.55 6.41 3.10
C -4.25 -3.71 1.83
C 0.71 -0.71 7.66
C -3.60 -2.50 2.38
C 4.37 5.17 -1.29
C 4.43 -0.06 -2.16
C -7.05 -1.55 -4.98
C -7.03 -0.61 -2.85
C -1.87 -0.10 -1.19
C 4.64 5.19 2.66
C 0.84 -1.03 6.15
C -6.11 -1.27 -1.86
C 5.56 -1.88 -3.31
C 6.19 0.21 -0.35
C 1.44 2.90 -3.26
C 4.84 1.63 4.14
C 6.59 4.05 2.08
C 2.49 4.62 6.40
C 0.98 0.41 -6.42
C 3.22 5.47 2.13
C 1.08 -4.41 0.00
C -4.03 -2.05 3.76
C -4.48 -4.33 -6.00
C 0.56 0.47 -7.91
C -3.59 -3.36 -3.90
C 0.88 -2.52 5.92
C 0.84 -0.49 0.63
C -0.82 -4.72 -1.27
C 2.13 -5.13 0.87
H 3.86 -4.56 2.07
H -4.58 -3.60 -3.56
H -6.55 0.18 -3.44
H -2.51 -0.38 -4.85
H -2.46 -4.03 -5.61
H -4.72 0.18 -1.97
H -0.39 -4.16 -2.06
H -3.60 -0.53 1.75
H -4.80 -6.33 2.59
H -4.74 -0.84 -0.62
H 5.82 -0.37 0.55
H -2.70 3.87 1.50
H -5.08 -1.79 3.63
H 2.79 5.08 -3.23
H -7.56 -1.40 -0.25
H -7.86 -0.17 -2.25
H -1.97 0.48 -0.30
H -0.23 5.75 -2.54
H -3.47 2.03 2.69
H -4.91 -1.33 1.45
H 0.45 2.07 1.71
H -3.00 2.92 -2.91
H 4.58 4.71 3.63
H 0.67 3.84 -1.37
H -0.68 4.39 -3.37
H 5.32 2.22 3.37
H 4.70 -2.39 -3.73
H 6.39 -1.95 -4.01
H -3.45 -1.12 3.91
H -3.00 2.89 -4.47
H 7.01 3.41 1.37
H 6.69 -0.54 -0.99
H 3.23 5.09 5.80
H 5.56 1.65 -1.85
H 4.72 1.76 0.62
H 1.31 -0.08 -8.54
H 1.86 -1.51 -6.98
H -2.53 -2.75 2.38
H 3.20 7.27 3.31
H -4.53 2.71 -0.96
H 0.45 -3.65 0.53
H 2.15 2.33 -2.63
H -2.12 0.59 -2.01
H -4.75 -3.28 -6.08
H 5.06 4.98 -2.22
H 0.14 1.22 -0.66
H 0.20 -1.81 2.19
H 2.79 4.18 7.32
H 1.61 -3.86 -0.88
H -0.01 3.80 6.26
H 1.07 0.31 7.83
H 0.52 1.53 -8.28
H 1.68 5.33 6.52
H 1.72 3.65 4.59
H 3.37 -5.80 -0.51
H -4.26 -4.60 -7.04
H 1.42 0.13 -1.25
H 1.53 6.69 2.88
H 1.50 0.23 2.44
H 0.06 -4.26 3.28
H -3.99 -2.74 4.61
H 2.65 -3.32 1.91
H -3.13 3.44 -0.82
H 1.95 -1.20 -2.90
H 2.76 0.78 -5.44
H -3.00 -6.41 -5.20
H 4.13 6.19 -1.40
H 0.45 2.42 -3.42
H 4.91 5.01 -0.40
H -6.06 1.15 -0.27
H -4.34 -6.18 0.89
H 2.08 2.16 -6.07
H 5.49 1.17 4.89
H 2.70 3.63 1.23
H 2.77 3.68 2.91
H -0.90 -1.75 0.72
H -3.11 -6.72 2.02
H -0.35 -0.69 7.83
H 3.09 1.56 6.33
H -1.25 3.60 0.91
H -5.96 -1.49 -5.09
H 6.90 0.86 0.20
H -1.44 -5.56 -1.65
H 7.14 5.01 1.97
H -0.22 -0.64 4.44
H -7.42 -0.58 -5.44
H 1.74 -0.68 5.76
H 2.13 -6.84 -0.05
H 1.23 -4.92 4.58
H -4.14 -3.71 0.73
H 1.24 -1.48 8.27
H 0.33 2.21 5.87
H -1.90 -1.12 -3.33
H 3.30 5.90 1.15
H -0.47 -4.51 4.93
H 0.68 -0.17 -3.64
H 2.51 5.86 4.10
H -0.86 -0.43 2.01
H -1.47 -4.14 -0.63
H -7.39 -2.86 -1.21
H 0.40 -1.56 -6.13
H 0.24 -3.13 6.59
H 2.06 6.01 -1.96
H 1.62 -5.45 1.80
H 5.22 6.10 2.54
H 3.84 -0.90 -1.59
H 2.36 0.71 1.06
H 1.77 3.28 -4.19
H 3.89 2.42 -0.56
H -4.71 1.38 3.22
H -2.49 -0.94 -1.28
H -0.48 0.01 -8.06
H -7.46 -2.39 -5.51
H -2.84 -3.50 -3.08
H -1.09 1.15 4.31
H 3.64 -3.67 0.54
H -6.09 -2.40 -0.09
H -1.72 -1.97 -4.90
H 0.54 -1.97 -3.66
H 1.86 -2.90 6.26
H -5.50 -1.94 -2.48
H 2.09 1.55 4.81
H -5.44 -4.86 -5.68
H 0.17 0.81 -5.74
H 5.91 -2.25 -2.35
H 0.67 3.55 2.20
H -1.11 -0.39 5.82
H -5.41 2.07 0.69
H 1.52 -1.31 0.30
H -5.31 -3.80 2.11
H 6.56 3.69 3.10
H 4.42 0.77 3.55
H 3.60 0.54 -2.58
H -1.00 2.03 3.08
H -2.32 -5.66 -3.83
*
```

[2]
Formula: C44H24BrF7N5O3SeSn
Source: OMol25
Level of theory: ωB97M-V/def2-TZVPD

- Orbital gap: 5.074 eV
- E_LUMO: 1.5 eV

Structure (ORCA input):
```
! RIJCOSX wB97M-V def2-TZVPD def2/J DEFGRID3
* xyz -1 1
Sn 2.37 0.40 -0.64
Br 6.64 7.78 1.38
Se -0.09 1.30 -2.88
F 0.64 2.92 -7.81
F 6.44 -3.52 -0.78
F -1.77 5.80 -4.91
F 5.62 -1.53 -4.90
F -1.37 4.09 -2.87
F -0.81 5.23 -7.43
F 1.05 1.22 -5.76
O 5.42 1.15 -0.02
O 3.54 1.76 0.99
O -10.02 -3.64 2.88
N -4.09 -2.54 0.63
N -4.31 -0.72 1.87
N 0.32 0.66 1.11
N 0.51 -1.40 -0.60
N 3.18 -1.30 0.89
C -10.84 -2.93 3.78
C 4.32 4.42 0.67
C 3.88 -1.05 -1.73
C 5.23 3.37 0.79
C 4.74 5.73 0.83
C 4.90 -2.83 1.44
C 6.56 3.65 1.06
C 5.28 -1.65 -3.60
C -8.26 -1.96 3.09
C -0.18 2.57 -4.25
C -6.79 -3.46 1.27
C 2.79 -1.32 2.15
C 0.15 3.21 -6.58
C -1.59 -3.17 -1.05
C 6.06 5.98 1.13
C -1.07 4.67 -5.12
C 3.38 -2.10 3.12
C -2.07 1.45 2.26
C 6.02 -2.51 -2.81
C 0.64 -2.40 -1.44
C -2.95 -1.82 0.55
C 6.98 4.95 1.25
C -0.66 -1.21 0.03
C -0.38 -3.31 -1.70
C -8.80 -3.13 2.56
C -0.58 4.38 -6.39
C -0.77 -0.07 0.90
C -6.23 -2.30 1.82
C -3.06 -0.66 1.33
C -1.75 -2.09 -0.17
C 0.35 2.34 -5.53
C -8.05 -3.86 1.64
C 4.62 -1.93 -0.91
C -0.92 2.20 2.42
C -0.87 3.78 -4.08
C -2.01 0.27 1.51
C 4.72 1.96 0.56
C 4.47 -2.87 2.75
C -6.99 -1.56 2.72
C 4.23 -2.03 0.50
C 5.67 -2.64 -1.48
C -4.90 -1.88 1.42
C 4.22 -0.93 -3.07
C 0.26 1.75 1.84
H 7.25 2.82 1.13
H 1.60 -2.47 -1.93
H 1.95 -0.68 2.37
H -10.39 -2.86 4.78
H -4.73 -0.03 2.47
H 3.29 4.20 0.45
H -6.21 -4.03 0.56
H 4.03 6.54 0.72
H -0.93 3.11 3.00
H -0.23 -4.10 -2.42
H 6.86 -3.06 -3.21
H -11.77 -3.50 3.85
H 1.20 2.27 1.97
H -8.82 -1.35 3.78
H 8.02 5.17 1.48
H 4.98 -3.50 3.46
H -6.61 -0.64 3.16
H -2.41 -3.84 -1.21
H 5.75 -3.43 1.16
H 3.66 -0.26 -3.72
H 3.03 -2.09 4.14
H -11.06 -1.93 3.42
H -8.50 -4.75 1.22
H -3.00 1.77 2.71
*
```

The records above yield maximum force values of 3.253 1.365 eV/A, respectively.
The records above yield ΔE to the lowest compared entry with this formula, charge and spin values of 310.4 175.7 kJ/mol, respectively.